# 1
The following is a DFT calculation (wB97M-V/def2-TZVPD) of C28H46GdN2OP2S as an isolated structure in a non-equilibrium geometry.

**LUMO level (alpha / beta)**: -2.5 / -5.0 eV
**HOMO-LUMO gap (alpha / beta)**: 7.99 / 5.19 eV
**Multiplicity**: 8
**Charge**: +1
**⟨S²⟩**: 16.08
**E**: -85054.075 eV

Cartesian coordinates (Å):
Gd: 0.6487 -0.2801 0.6544
C: 3.0674 -1.5113 0.3454
C: 3.2481 -0.0964 0.1322
C: 3.0730 0.5486 1.3861
C: 2.7657 -0.4266 2.3653
C: 2.8267 -1.7103 1.7168
C: 2.9091 -3.0250 2.4549
C: 2.9202 -0.1593 3.8429
C: 3.5605 1.9546 1.6674
C: 3.8372 0.5503 -1.0952
C: 3.3618 -2.6186 -0.6265
H: 3.0042 -3.8368 1.7014
H: 2.0201 -3.2011 3.0910
H: 3.8082 -3.0415 3.0967
H: 2.5748 0.8408 4.0935
H: 3.9489 -0.3054 4.1947
H: 2.2786 -0.8428 4.4159
H: 3.4540 2.5147 0.7377
H: 4.6165 1.9195 2.0076
H: 2.9823 2.4535 2.4534
H: 3.3233 1.4890 -1.3388
H: 3.7547 -0.0528 -1.9842
H: 4.8953 0.8295 -0.9297
H: 2.5601 -3.3818 -0.5972
H: 4.3156 -3.1570 -0.3961
H: 3.4372 -2.2283 -1.6522
C: -3.5331 0.1065 -3.7638
C: -3.7317 0.7971 -2.4071
N: -2.5579 1.6053 -1.9363
C: -2.6317 3.0642 -2.1622
C: -2.0124 3.5518 -3.4841
C: -1.3980 1.0238 -1.5614
S: -0.0653 2.0042 -0.8968
N: -1.3504 -0.3163 -1.5667
C: -0.2481 -0.9716 -1.9411
O: 0.3952 -1.6691 -1.0653
C: 0.3172 -0.9520 -3.3223
C: 0.8314 -2.1720 -3.8053
C: 1.5403 -2.2282 -5.0052
C: 1.7032 -1.0931 -5.8000
C: 1.1770 0.1030 -5.3388
C: 0.4391 0.1692 -4.1840
H: -4.5111 -0.1017 -4.1757
H: -2.9778 -0.8363 -3.6861
H: -3.0181 0.7327 -4.4774
H: -3.9812 0.0611 -1.6436
H: -4.6032 1.4788 -2.4300
H: -2.1656 3.4859 -1.2553
H: -3.6809 3.3967 -2.1570
H: -1.0173 3.0761 -3.6101
H: -1.8837 4.6450 -3.4708
H: -2.6693 3.2453 -4.3212
H: 0.7117 -3.0893 -3.2219
H: 1.9123 -3.1826 -5.3390
H: 2.1763 -1.1655 -6.7428
H: 1.3963 1.0177 -5.8520
H: 0.0120 1.1272 -3.9129
C: -3.3868 -1.7422 1.8384
P: -1.6961 -1.4934 2.5506
C: -1.2741 -3.2111 3.0619
C: -1.9766 -0.7978 4.2496
C: -2.1093 0.7039 4.2364
P: -1.2616 1.3561 2.7137
C: -0.4635 2.8770 3.4034
C: -2.6242 2.1533 1.8210
H: -4.0238 -2.3347 2.5335
H: -3.2911 -2.3164 0.9012
H: -3.8607 -0.7823 1.6397
H: -2.0275 -3.8291 3.5422
H: -0.4293 -3.1470 3.7843
H: -0.8855 -3.7510 2.1817
H: -1.1262 -1.0822 4.8944
H: -2.8922 -1.2684 4.6452
H: -1.6909 1.1371 5.1727
H: -3.1934 0.9508 4.1973
H: -1.1618 3.4264 4.0317
H: -0.1458 3.5164 2.5929
H: 0.4382 2.6009 3.9940
H: -3.2220 2.7586 2.4771
H: -3.2579 1.3825 1.3411
H: -2.2056 2.7533 0.9948

---

# 2
The following is a DFT calculation (wB97M-V/def2-TZVPD) of C28H47AsN4RuSi3 as an isolated structure.

**LUMO level (alpha / beta)**: -9.5 / -10.6 eV
**HOMO-LUMO gap (alpha / beta)**: 7.66 / 6.57 eV
**Multiplicity**: 2
**Charge**: +3
**⟨S²⟩**: 0.76
**E**: -122793.289 eV

Cartesian coordinates (Å):
Ru: 0.2267 -0.1441 0.3021
C: -1.2690 -0.1331 -2.2728
C: -0.2534 0.8009 -2.9031
C: 1.1772 0.4628 -2.5897
C: 2.1702 0.6208 -3.5451
C: 3.4860 0.3210 -3.2357
C: 3.7904 -0.1489 -1.9631
C: 2.7580 -0.2992 -1.0671
N: 1.4812 0.0015 -1.3653
N: -1.4682 -0.0075 -0.7925
C: -2.1119 1.2853 -0.4154
C: -1.0646 2.3601 -0.3546
C: -1.2997 3.6737 -0.7096
C: -0.2646 4.5935 -0.5970
C: 0.9757 4.1612 -0.1491
C: 1.1379 2.8285 0.1802
N: 0.1355 1.9462 0.0941
C: -2.2645 -1.1943 -0.3462
C: -1.3700 -2.4079 -0.3433
C: -1.7980 -3.6648 -0.7113
C: -0.9055 -4.7296 -0.6278
C: 0.3898 -4.4957 -0.1903
C: 0.7551 -3.2079 0.1499
N: -0.1047 -2.1815 0.0860
H: -0.9784 -1.1663 -2.4672
H: -2.2472 0.0270 -2.7328
H: -0.4529 1.8472 -2.6637
H: -0.3885 0.7257 -3.9828
H: 1.9050 0.9768 -4.5316
H: 4.2639 0.4449 -3.9776
H: 4.8009 -0.4019 -1.6758
H: 2.9429 -0.6660 -0.0620
H: -2.5506 1.1505 0.5762
H: -2.9103 1.5385 -1.1160
H: -2.2756 3.9743 -1.0676
H: -0.4240 5.6300 -0.8634
H: 1.8118 4.8404 -0.0604
H: 2.0926 2.4460 0.5163
H: -3.1385 -1.3393 -0.9845
H: -2.6093 -0.9887 0.6683
H: -2.8124 -3.8165 -1.0554
H: -1.2185 -5.7262 -0.9101
H: 1.1139 -5.2950 -0.1202
H: 1.7579 -2.9809 0.4872
C: -1.0817 3.4734 3.0014
Si: 0.0839 2.2837 3.8345
C: 1.8912 2.7095 3.6543
C: -0.3719 2.1857 5.6283
As: -0.1621 0.0836 2.8166
Si: -2.1970 -0.9201 3.7350
C: -3.5824 0.2295 3.2549
C: -2.4380 -2.6502 3.0869
C: -1.9689 -0.9854 5.5738
Si: 1.6412 -1.2545 3.7530
C: 1.1100 -3.0373 3.7363
C: 3.1653 -0.9741 2.7073
C: 1.9564 -0.6746 5.4875
H: -0.7975 4.4891 3.2908
H: -2.0958 3.3112 3.3722
H: -1.1062 3.4353 1.9166
H: 2.0194 3.7815 3.8278
H: 2.3400 2.4757 2.6900
H: 2.4692 2.1937 4.4229
H: -0.0986 3.1593 6.0513
H: 0.1656 1.4269 6.1941
H: -1.4421 2.0648 5.7907
H: -3.8914 0.1714 2.2098
H: -3.3541 1.2696 3.4933
H: -4.4578 -0.0508 3.8492
H: -2.2248 -2.8088 2.0325
H: -3.4870 -2.9145 3.2541
H: -1.8360 -3.3570 3.6573
H: -2.0226 -0.0087 6.0499
H: -1.0445 -1.4739 5.8814
H: -2.7947 -1.5881 5.9664
H: 0.6525 -3.3696 2.8051
H: 0.4079 -3.2307 4.5492
H: 1.9901 -3.6604 3.9205
H: 3.1623 -1.5351 1.7707
H: 4.0236 -1.3420 3.2775
H: 3.3489 0.0825 2.5006
H: 1.0799 -0.7265 6.1322
H: 2.3683 0.3329 5.5369
H: 2.7072 -1.3512 5.9088

---

# 3
The following is a DFT calculation (wB97M-V/def2-TZVPD) of C28H47BrCaN2OP2 as an isolated structure in a non-equilibrium geometry.

**LUMO level**: -6.5 eV
**HOMO-LUMO gap**: 4.89 eV
**Charge**: +2
**E**: -141873.535 eV

Cartesian coordinates (Å):
N: 9.3199 2.8267 -0.3037
C: 9.2206 1.6925 -0.9902
C: 7.9848 1.0534 -1.2289
C: 6.7888 1.6474 -0.7249
C: 6.9392 2.8614 0.0081
C: 8.2267 3.3946 0.2102
C: 5.4726 1.0185 -0.8824
Ca: 1.0207 -0.9732 -1.8875
P: -5.3202 1.3458 -2.7747
C: 4.2979 1.6972 -0.7320
C: 3.0326 1.0885 -0.4572
C: 1.8573 1.8597 -0.5960
C: 0.6747 1.4194 -0.0903
C: 0.6048 0.2557 0.7372
C: 1.7136 -0.6377 0.6601
C: 2.8907 -0.2434 0.0173
Br: -1.5773 -0.5137 -1.0213
H: 5.4860 -0.0495 -1.1462
H: 4.3445 2.7990 -0.8005
H: 7.9534 0.1030 -1.7495
H: 6.0901 3.3454 0.4868
H: 10.1393 1.2413 -1.3708
H: 8.3627 4.2995 0.8043
H: 1.9558 2.8502 -1.0670
H: 3.7853 -0.8649 0.0363
H: -0.2375 1.9956 -0.2840
H: 1.7105 -1.5820 1.2054
P: -0.4695 0.1507 2.1639
C: -3.9114 0.7203 -3.7584
C: -4.0095 1.2377 -5.1922
H: -3.9419 -0.3746 -3.7318
H: -2.9843 1.0182 -3.2585
H: -3.2876 0.7355 -5.8343
H: -5.0045 1.0570 -5.6131
H: -3.8130 2.3128 -5.2353
C: -4.5529 2.7134 -1.7883
C: -5.6092 3.6494 -1.1719
H: -3.8877 3.2855 -2.4551
H: -3.9220 2.2457 -1.0151
H: -5.1284 4.5555 -0.7807
H: -6.3506 3.9563 -1.9246
H: -6.1377 3.1476 -0.3477
C: -5.5212 0.0520 -1.4754
C: -6.5310 -1.0230 -1.8760
H: -5.8958 0.5863 -0.5929
H: -4.5401 -0.3735 -1.2256
H: -6.5918 -1.7794 -1.0883
H: -7.5300 -0.5854 -1.9923
H: -6.2638 -1.5348 -2.8086
C: -1.5016 -1.3314 2.3631
C: -1.8743 -1.5323 3.8262
H: -0.9423 -2.1871 1.9680
H: -2.3777 -1.2251 1.6958
H: -1.1029 -2.1459 4.3173
H: -1.9742 -0.6052 4.3904
H: -2.8237 -2.0734 3.9211
C: -1.5769 1.5553 2.0547
C: -0.9874 2.8774 2.5339
H: -2.4714 1.2490 2.6201
H: -1.8880 1.6250 1.0071
H: -0.6402 2.8542 3.5661
H: -0.1562 3.1882 1.8809
H: -1.7674 3.6445 2.4609
C: 0.7118 0.2740 3.5369
C: 1.4740 -1.0411 3.8059
H: 0.1647 0.6290 4.4203
H: 1.4457 1.0509 3.2769
H: 2.5246 -0.8990 3.5214
H: 1.4484 -1.3130 4.8663
H: 1.0866 -1.9028 3.2433
C: 1.8503 -5.4530 -0.3941
N: 0.4774 -5.0418 -0.0685
C: -0.3748 -5.9797 0.6788
C: -0.0001 -3.8666 -0.4602
O: 0.6940 -3.0053 -1.1008
H: 1.9359 -6.4968 -0.0738
H: 2.5805 -4.8436 0.1518
H: 2.0319 -5.3693 -1.4726
H: -0.6044 -5.5984 1.6808
H: -1.3209 -6.1441 0.1531
H: 0.1613 -6.9219 0.7730
H: -1.0562 -3.6541 -0.2002

---

# 4
The following is a DFT calculation (wB97M-V/def2-TZVPD) of C28H47BrNOsP3 as an isolated structure in a non-equilibrium geometry.

**LUMO level (alpha / beta)**: -13.0 / -14.7 eV
**HOMO-LUMO gap (alpha / beta)**: 6.31 / 4.71 eV
**Multiplicity**: 5
**Charge**: +4
**⟨S²⟩**: 6.10
**E**: -131612.485 eV

Cartesian coordinates (Å):
C: 3.4052 5.0741 -1.4941
C: 2.1747 4.5270 -1.9898
C: 2.2453 4.2357 -3.3746
C: 3.1217 4.9595 -4.2170
N: 4.0532 5.7785 -3.7199
C: 4.2569 5.7957 -2.3909
C: 1.0154 3.9617 -1.2513
C: -0.0942 3.6132 -0.8814
C: -1.1482 2.8437 -0.2658
C: -0.9370 1.4490 -0.2491
C: -2.1469 0.6284 -0.4864
C: -3.0582 1.0353 0.4099
C: -3.3670 2.3482 0.6461
C: -2.3988 3.2502 0.2468
Os: -1.1051 -0.0149 1.2561
P: 0.8179 -0.5389 -0.0403
H: 1.5085 3.6115 -3.8833
H: 3.7170 5.1069 -0.4434
H: 3.0167 4.9885 -5.3178
H: 5.0606 6.4940 -2.0658
H: -2.5645 4.3090 0.3330
H: -2.1776 -0.3788 2.4320
H: -4.3481 2.6799 1.0590
H: -1.9483 -0.4168 -1.0017
C: 1.5698 -2.2376 -0.0170
C: 2.7386 -2.6587 -0.9184
H: 0.7332 -2.9215 -0.1815
H: 1.8745 -2.3849 1.0270
H: 2.9933 -3.7168 -0.7379
H: 2.5545 -2.5397 -1.9900
H: 3.6307 -2.0604 -0.7142
C: 1.0255 -0.0096 -1.8049
C: 2.3631 0.5450 -2.3621
H: 0.2561 0.7726 -1.9104
H: 0.7261 -0.8926 -2.3979
H: 2.2470 0.7483 -3.4438
H: 2.6715 1.4899 -1.8940
H: 3.2003 -0.1601 -2.2443
C: 2.0843 0.5523 0.7556
C: 3.5829 0.2018 0.7435
H: 1.7500 0.6511 1.7950
H: 1.9152 1.5182 0.2603
H: 4.1226 0.9223 1.3789
H: 3.8192 -0.8027 1.1088
H: 4.0062 0.2450 -0.2651
Br: -3.8681 -0.7952 1.3444
P: -1.9924 -2.2948 -1.8451
C: -0.7294 -2.9845 -2.8878
C: -1.1678 -4.2907 -3.5136
H: 0.1771 -3.1599 -2.2948
H: -0.4227 -2.2600 -3.6525
H: -0.3415 -4.7063 -4.1014
H: -1.4671 -5.0006 -2.7436
H: -2.0271 -4.1263 -4.1617
C: -2.9720 -3.5318 -0.9586
C: -4.4378 -3.5531 -1.3880
H: -2.9360 -3.3043 0.1237
H: -2.4729 -4.5075 -1.0940
H: -4.9732 -4.2361 -0.7064
H: -4.8801 -2.5446 -1.3044
H: -4.5471 -3.9034 -2.4294
C: -2.9378 -1.0036 -2.7264
C: -3.3237 -1.4128 -4.1168
H: -2.2926 -0.1087 -2.7644
H: -3.7888 -0.6587 -2.1125
H: -3.8913 -0.5941 -4.5749
H: -2.4283 -1.6113 -4.7142
H: -3.9454 -2.3146 -4.1041
C: -1.5131 -1.7634 4.3618
P: -0.3147 -0.7965 3.2918
C: -0.1173 0.9781 3.7705
C: 1.2636 -1.6557 3.4321
H: -2.2683 -1.0430 4.7384
H: -0.8675 -2.2254 5.1427
H: -1.9924 -2.5230 3.7021
H: 0.6170 0.9773 4.5801
H: 0.2220 1.5675 2.8970
H: -1.0907 1.3652 4.0950
H: 1.4204 -1.7157 4.5168
H: 1.1598 -2.6520 2.9860
H: 2.0803 -1.1036 2.9502

---

# 5
The following is a DFT calculation (wB97M-V/def2-TZVPD) of C28H47BrNP3Pd as an isolated structure in a non-equilibrium geometry.

**LUMO level (alpha / beta)**: -11.8 / -15.2 eV
**HOMO-LUMO gap (alpha / beta)**: 6.11 / 3.13 eV
**Multiplicity**: 5
**Charge**: +4
**⟨S²⟩**: 6.06
**E**: -132628.876 eV

Cartesian coordinates (Å):
C: -0.5009 6.7909 -6.3351
C: -0.6028 5.4409 -6.7766
C: -0.9758 5.2434 -8.1156
C: -1.2791 6.3438 -8.9301
N: -1.2049 7.6100 -8.4887
C: -0.8226 7.8254 -7.2327
C: -0.4607 4.2870 -5.8755
C: -0.4995 3.5526 -4.8867
C: -1.0818 2.9515 -3.7344
C: -0.2554 2.4325 -2.6952
C: -0.9088 2.0376 -1.5053
C: -2.3350 1.9537 -1.4639
C: -3.1219 2.4256 -2.5342
C: -2.4764 2.9315 -3.6477
Pd: 0.5566 -0.0907 -2.9674
P: 2.1710 -1.0477 -1.5423
H: -1.0862 4.2309 -8.5092
H: -0.2286 7.0285 -5.2994
H: -1.5919 6.1941 -9.9532
H: -0.7715 8.8743 -6.9116
H: -3.0714 3.2657 -4.4880
H: 0.8300 2.5649 -2.7212
H: -4.1945 2.3564 -2.5442
H: -0.3201 1.4486 -0.7693
C: 2.4137 -2.6560 -0.5575
C: 3.3335 -3.6752 -1.2224
H: 1.4103 -3.0795 -0.3464
H: 2.8509 -2.4473 0.4390
H: 3.5594 -4.4438 -0.4773
H: 2.8706 -4.1705 -2.0768
H: 4.2659 -3.2098 -1.5388
C: 2.7483 -1.2939 -3.3115
C: 3.3815 -0.0604 -3.9326
H: 1.8876 -1.5626 -3.9638
H: 3.3435 -2.2009 -3.3668
H: 3.2957 -0.1189 -5.0218
H: 2.8499 0.8482 -3.6222
H: 4.4313 0.0653 -3.6860
C: 3.6027 -0.0502 -0.9177
C: 4.9501 -0.7285 -1.1591
H: 3.4748 0.1546 0.1540
H: 3.5775 0.9230 -1.4386
H: 5.7539 0.0012 -0.9879
H: 5.1097 -1.5787 -0.4838
H: 5.0408 -1.0913 -2.1885
Br: -3.2533 1.2596 0.0075
P: -1.1503 -1.8526 -2.5422
C: 0.0708 -3.1010 -3.1423
C: -0.1060 -4.4844 -3.7395
H: 0.7908 -3.1792 -2.2969
H: 0.5862 -2.5184 -3.9152
H: 0.8964 -4.8212 -4.0404
H: -0.5200 -5.2030 -3.0296
H: -0.7334 -4.4370 -4.6350
C: -2.1595 -2.4764 -1.1360
C: -3.6692 -2.7778 -1.2600
H: -2.0352 -1.7107 -0.3318
H: -1.7032 -3.3748 -0.7149
H: -4.1422 -2.7628 -0.2624
H: -4.1718 -2.0371 -1.8983
H: -3.8407 -3.7811 -1.6793
C: -1.8995 -0.5779 -3.6408
C: -2.4262 -0.9933 -5.0062
H: -1.1659 0.2734 -3.8619
H: -2.6555 -0.0415 -3.0563
H: -2.7322 -0.0543 -5.4942
H: -1.6074 -1.4452 -5.5751
H: -3.2633 -1.6941 -4.9191
C: -0.7163 0.8512 2.3272
P: 0.3725 0.3239 0.9768
C: 1.3539 1.8753 0.9390
C: 1.5332 -0.7151 1.9308
H: -1.5105 1.4593 1.9071
H: -0.1060 1.4365 3.0180
H: -1.1390 -0.0106 2.8376
H: 1.6667 2.0548 1.9746
H: 2.2619 1.7905 0.3405
H: 0.7496 2.7011 0.5331
H: 1.7748 -0.1880 2.8461
H: 1.0363 -1.6477 2.1791
H: 2.4561 -0.9135 1.3927

---

# 6
The following is a DFT calculation (wB97M-V/def2-TZVPD) of C28H47Cl2IN5OP2RuS as an isolated structure in a non-equilibrium geometry.

**LUMO level (alpha / beta)**: -11.8 / -11.8 eV
**HOMO-LUMO gap (alpha / beta)**: 4.11 / 4.10 eV
**Charge**: +3
**E**: -104412.434 eV

Cartesian coordinates (Å):
Ru: 0.8953 -1.5644 -0.1038
C: 0.8842 0.3191 3.1460
P: 0.5775 -1.2291 2.2318
C: 1.6168 -2.4226 3.1619
C: -1.1212 -1.6902 2.6844
C: -1.6675 -1.3558 3.9178
C: -2.9513 -1.7682 4.2338
C: -3.6842 -2.5288 3.3361
C: -3.1438 -2.8719 2.1070
C: -1.8637 -2.4458 1.7715
P: -1.0511 -2.9007 0.2073
C: -2.3929 -3.0783 -1.0190
C: -0.5670 -4.6391 0.4852
H: 0.9569 0.0799 4.2078
H: 0.0606 1.0152 2.9851
H: 1.8168 0.7812 2.8217
H: 1.1105 -2.6638 4.0978
H: 2.5803 -1.9680 3.3942
H: 1.7755 -3.3429 2.5982
H: -1.1044 -0.7771 4.6333
H: -3.3771 -1.5006 5.1870
H: -4.6753 -2.8658 3.5960
H: -3.7189 -3.4694 1.4173
H: -2.9325 -4.0039 -0.8060
H: -1.9859 -3.1334 -2.0308
H: -3.0854 -2.2382 -0.9567
H: -1.4093 -5.1739 0.9234
H: 0.2764 -4.7053 1.1707
H: -0.3126 -5.1036 -0.4676
C: 5.1794 -0.1862 -2.6107
N: 4.0552 -0.1195 -1.7038
C: 2.8783 0.5253 -2.2318
C: 4.0580 -0.6702 -0.4789
N: 2.9248 -0.9672 0.1497
N: 5.2494 -0.9117 0.1315
C: 6.3487 0.0311 0.0874
C: 5.3993 -1.9594 1.1179
H: 4.8157 -0.4574 -3.6034
H: 5.8911 -0.9411 -2.2909
H: 5.6873 0.7778 -2.6941
H: 3.1819 1.4310 -2.7585
H: 2.2109 0.8002 -1.4089
H: 2.3583 -0.1188 -2.9447
H: 3.1360 -1.2215 1.1159
H: 6.0373 0.9746 -0.3506
H: 7.2074 -0.3621 -0.4593
H: 6.6786 0.2270 1.1084
H: 5.2768 -1.5831 2.1381
H: 6.4120 -2.3541 1.0361
H: 4.6996 -2.7713 0.9271
Cl: 1.0928 -2.5445 -2.4281
C: 2.1726 -3.9170 -2.1531
Cl: 2.4639 -3.9983 -0.4191
H: 3.1186 -3.7359 -2.6647
H: 1.6870 -4.8325 -2.4955
C: -2.5689 3.9636 -4.0082
C: -1.3885 3.0155 -3.8541
C: -0.7634 3.0530 -2.4560
N: -1.6307 2.5125 -1.4266
C: -1.5869 1.2817 -0.9735
S: -0.5033 0.1417 -1.6562
N: -2.3739 0.8300 0.0264
C: -3.1834 1.5070 1.0010
O: -3.1191 1.0602 2.1164
C: -4.0243 2.6200 0.5592
C: -4.5519 2.6945 -0.7372
C: -5.4006 3.7377 -1.0797
C: -5.7316 4.7087 -0.1422
C: -5.2361 4.6256 1.1520
C: -4.3986 3.5795 1.5096
H: -2.8996 3.9625 -5.0432
H: -2.2880 4.9819 -3.7491
H: -3.4099 3.6615 -3.3878
H: -0.6107 3.2980 -4.5647
H: -1.6925 1.9930 -4.0834
H: -0.5476 4.0866 -2.1807
H: 0.1639 2.4747 -2.4543
H: -2.3564 3.1344 -1.0780
H: -2.0988 -0.0866 0.3833
H: -4.3545 1.9090 -1.4545
H: -5.8103 3.7900 -2.0774
H: -6.3889 5.5187 -0.4189
H: -5.5062 5.3708 1.8851
H: -4.0222 3.4893 2.5178
I: 1.0270 3.9877 0.7122
C: 1.7359 2.0658 0.5291
H: 2.7662 1.9090 0.7763
H: 1.0263 1.2526 0.6101